(1)
# C18H17N3O4S

A single C18H17N3O4S molecule (the ωB97M-V functional and the def2-TZVPD basis, OMol25).

```
43
Properties=species:S:1:pos:R:3:forces:R:3:mulliken_charge:R:1
C 1.576042 3.785971 -3.290664 -0.020 -0.015 -0.025 -1.422
C 0.822493 2.839705 -2.407022 0.022 -0.001 0.101 0.895
C 0.927215 2.905639 -1.025392 0.045 -0.029 -0.110 -1.241
C 0.221074 2.023508 -0.229363 -0.244 -0.170 0.016 -0.186
C -0.588969 1.058312 -0.808577 0.260 0.776 -0.378 -0.018
N -1.296211 0.173980 0.036288 0.167 -0.495 0.673 1.295
N -2.628613 0.076986 -0.018523 -0.997 0.140 -0.209 -1.340
C -2.981615 -0.719068 0.972090 1.273 0.371 -0.174 -0.006
C -1.853534 -1.166579 1.691557 0.361 0.550 -0.561 0.990
C -0.781489 -0.571939 1.049103 -0.513 -0.361 0.060 -0.950
N 0.578518 -0.678805 1.308295 -0.095 0.030 0.330 -0.064
C 1.531550 -0.892159 0.342418 -0.107 -0.115 0.071 0.182
O 1.285224 -0.965624 -0.841521 0.204 -0.131 0.135 -0.658
C 2.885103 -1.014923 0.892440 0.967 -0.170 -0.930 0.460
C 4.078260 -1.198570 0.240850 -0.915 0.126 0.266 -0.540
C 5.069650 -1.252004 1.242856 -0.170 0.057 0.558 -0.402
C 4.413794 -1.099209 2.427750 0.789 -0.121 -0.279 -0.442
O 3.096500 -0.955265 2.232076 -0.516 0.083 0.127 -0.354
C -2.055944 -2.110011 2.803161 -0.582 -0.081 -0.070 -0.639
S -3.830123 -2.574361 2.539553 -0.208 -0.208 0.336 1.182
O -3.891864 -3.837396 1.861994 0.242 0.015 -0.423 -0.650
O -4.557705 -2.451755 3.772627 0.076 0.374 0.068 -0.663
C -4.304777 -1.219354 1.376568 0.076 -0.329 0.357 -0.597
C -0.711153 0.966149 -2.195974 -0.030 -0.019 0.169 1.223
C -1.546654 -0.104409 -2.817206 -0.062 -0.012 -0.033 -1.537
C 0.000947 1.869122 -2.967920 -0.019 0.017 0.188 -0.932
H 0.885808 4.350335 -3.916370 0.018 0.079 -0.059 0.339
H 2.245730 3.234397 -3.949131 0.076 0.031 -0.065 0.324
H 2.164456 4.485684 -2.702799 0.054 0.066 -0.011 0.349
H 1.559472 3.651101 -0.565762 0.056 0.087 0.032 0.314
H 0.295622 2.083858 0.847134 -0.034 0.001 0.081 0.444
H 0.849745 -0.801718 2.273502 0.023 0.103 -0.128 0.346
H 4.206686 -1.280689 -0.818120 -0.050 -0.012 -0.243 0.533
H 6.122197 -1.386303 1.103430 0.228 -0.021 0.048 0.452
H 4.762969 -1.077547 3.441501 -0.060 0.016 0.157 0.464
H -1.991706 -1.662430 3.792768 -0.035 -0.043 0.086 0.350
H -1.453230 -3.012389 2.743504 -0.094 -0.168 0.041 0.409
H -4.892949 -0.501410 1.941843 -0.058 0.004 0.072 0.313
H -4.884401 -1.636098 0.558960 -0.069 -0.175 0.035 0.376
H -2.560149 -0.072804 -2.423765 -0.014 -0.067 -0.094 0.338
H -1.573406 0.005002 -3.897661 0.016 -0.012 -0.084 0.420
H -1.118532 -1.075931 -2.572216 -0.021 -0.137 0.009 0.271
H -0.076033 1.808999 -4.044283 -0.041 -0.036 -0.139 0.374
```
Positions in Å, forces in eV/Å.

Computed properties:
- Relative energy (zero: lowest compared OMol25 entry of this formula, charge and spin): 51.1 kcal/mol
- HOMO: -0.3195 hartree
- Gap between HOMO and LUMO: 8.9451 eV
- Net charge: 0
- SMILES string: Cc1ccc(-n2nc3c(c2NC(=O)c2ccco2)CS(=O)(=O)C3)c(C)c1
- LUMO level: 0.252 eV
- Multiplicity: 1

=====

(2)
# C39H34N9Ru

C39H34N9Ru as an isolated structure (the ωB97M-V functional and the def2-TZVPD basis, OMol25).

```
83
Properties=species:S:1:pos:R:3:forces:R:3:mulliken_charge:R:1
Ru 0.591910 -0.007700 0.031250 0.546 -0.063 -0.409 -0.291
C 0.073847 -4.081944 -1.305435 0.006 0.016 0.002 -0.597
C -0.177192 -4.845937 -0.166778 0.006 -0.018 0.017 -0.627
C -0.177727 -4.215826 1.048352 -0.022 -0.041 -0.031 -0.426
C 0.061624 -2.832946 1.145563 -0.050 0.053 0.011 0.219
N 0.331698 -2.099474 0.039462 -0.038 -0.063 0.006 0.437
C 0.319836 -2.743559 -1.153980 0.061 -0.058 -0.006 -0.084
N 0.007611 -2.349871 2.433859 0.047 -0.064 -0.016 -0.461
C 0.002393 -1.114867 2.780519 0.039 0.094 0.032 -0.206
N 0.066815 0.007402 1.987715 -0.103 -0.088 0.111 -0.011
C 0.167485 1.116383 2.794002 -0.015 -0.038 0.031 -0.573
N 0.320150 2.349610 2.466831 0.067 0.028 0.001 -0.465
C 0.280202 2.848724 1.184540 -0.065 -0.074 0.023 0.164
C 0.140688 4.245739 1.118282 -0.028 0.040 -0.021 -0.563
C -0.001308 4.878318 -0.087915 0.008 0.021 0.013 -0.459
C -0.008776 4.100701 -1.244565 0.010 -0.008 0.016 -0.814
C 0.171215 2.747570 -1.125016 0.029 0.074 0.011 -0.726
N 0.349605 2.104191 0.055839 0.071 0.067 0.042 0.456
C 0.110484 0.682721 4.206445 -0.007 0.024 -0.020 0.833
C 0.148229 1.400853 5.385407 0.013 0.005 0.000 -0.240
C 0.064141 0.677837 6.570205 -0.002 0.009 -0.014 -0.634
C -0.050663 -0.712063 6.561361 0.000 -0.004 -0.007 -0.643
C -0.085297 -1.424733 5.367972 0.008 -0.016 0.000 -0.230
C -0.005079 -0.696593 4.197501 -0.018 -0.012 -0.003 0.361
H 0.079338 -4.517887 -2.293982 0.013 0.004 -0.005 0.527
H -0.365089 -5.908750 -0.238700 -0.016 0.002 0.004 0.428
H -0.371214 -4.741802 1.971111 0.009 0.004 0.002 0.531
H 0.532927 -2.126241 -2.011631 -0.003 -0.021 0.039 -0.274
H 0.123844 4.779868 2.056389 0.009 -0.005 0.000 0.536
H -0.117586 5.952662 -0.137984 -0.013 0.000 0.007 0.425
H -0.147424 4.536150 -2.223688 -0.003 -0.011 -0.011 0.504
H 0.186190 2.123033 -2.003245 -0.022 0.039 0.029 0.686
H 0.241649 2.478318 5.377424 -0.014 0.000 0.010 0.558
H 0.086356 1.200468 7.517164 0.006 -0.006 0.004 0.421
H -0.113730 -1.243070 7.501802 0.002 0.005 0.004 0.418
H -0.168630 -2.502841 5.348482 -0.014 0.002 0.005 0.561
C 3.325085 1.118085 0.229929 0.287 -0.058 -0.041 -0.719
N 2.678484 -0.212507 0.509659 -0.405 0.359 -0.252 2.543
C 2.991780 -0.552377 1.946393 0.030 -0.007 0.106 -1.209
N 4.415261 -0.572662 2.201486 -0.056 0.010 -0.037 0.200
C 4.973787 0.743822 1.888933 -0.006 0.014 0.022 -0.723
N 4.749540 1.095305 0.485145 -0.050 -0.052 -0.038 0.148
C 5.363158 0.065448 -0.358301 -0.004 0.008 0.017 -0.669
N 4.815301 -1.262538 -0.070497 -0.042 0.038 -0.013 0.145
C 3.391320 -1.248628 -0.320154 0.053 -0.154 0.041 -0.559
C 5.049856 -1.567807 1.340536 -0.006 -0.014 0.008 -0.704
H 2.850405 1.863949 0.865468 -0.047 -0.014 0.019 0.223
H 3.146577 1.358190 -0.818265 -0.058 0.012 0.001 -0.097
H 2.565950 -1.531398 2.163651 -0.063 -0.004 -0.012 0.165
H 2.539946 0.198824 2.587092 -0.099 0.070 0.008 0.134
H 6.044979 0.733771 2.089980 -0.002 0.002 -0.001 0.349
H 4.502294 1.494696 2.525697 0.010 -0.003 0.002 0.355
H 6.437895 0.051801 -0.177061 0.003 0.005 -0.016 0.389
H 5.183056 0.309286 -1.407822 0.008 -0.009 0.009 0.284
H 2.963914 -2.221694 -0.073754 -0.011 0.041 0.008 0.285
H 3.209851 -1.038945 -1.367457 -0.075 0.079 -0.128 -0.294
H 6.122700 -1.574817 1.533363 -0.002 -0.017 0.002 0.342
H 4.642572 -2.554621 1.567261 0.007 -0.001 0.005 0.356
C 1.108515 0.078774 -1.846926 0.103 -0.180 0.441 -0.615
C 1.621249 0.170162 -2.987391 -0.233 -0.025 0.045 0.122
C 2.320968 0.191906 -4.142090 0.050 0.010 -0.060 0.914
C 2.849365 -1.092916 -4.635296 0.039 0.037 0.044 0.233
C 2.076799 -2.252531 -4.531342 -0.002 0.011 -0.017 -0.121
C 2.607266 -3.478183 -4.888599 0.008 0.004 -0.019 -0.923
C 3.925493 -3.564734 -5.321560 -0.014 -0.009 0.021 -0.467
C 4.701152 -2.419155 -5.424431 0.000 0.013 -0.011 -0.889
C 4.164606 -1.184152 -5.097403 -0.003 -0.008 -0.036 -0.357
C 2.597557 1.450141 -4.837674 0.031 -0.046 -0.003 0.678
C 2.920027 1.461942 -6.198827 -0.034 -0.020 -0.001 -0.363
C 3.171697 2.659747 -6.845401 -0.014 0.005 0.006 -0.871
C 3.113429 3.854488 -6.141229 0.002 -0.008 -0.005 -0.498
C 2.781284 3.856030 -4.790596 -0.004 0.003 -0.002 -0.942
C 2.516482 2.664336 -4.145219 0.009 -0.004 0.024 -0.157
H 1.050270 -2.172804 -4.196546 0.005 -0.002 -0.016 0.561
H 1.994693 -4.368374 -4.835693 0.010 -0.007 0.016 0.414
H 4.348407 -4.527543 -5.575521 -0.010 0.004 -0.032 0.427
H 5.727059 -2.486708 -5.760173 0.003 -0.001 0.008 0.425
H 4.775438 -0.293640 -5.168114 -0.004 0.008 0.014 0.541
H 2.940050 0.533493 -6.753164 0.025 0.002 -0.005 0.555
H 3.407426 2.662517 -7.900820 0.007 -0.001 0.002 0.417
H 3.324268 4.787995 -6.645910 -0.012 0.002 -0.001 0.413
H 2.733235 4.789077 -4.245256 0.007 0.000 0.004 0.447
H 2.258319 2.656894 -3.093103 0.041 0.004 -0.004 0.376
```
Positions in Å, forces in eV/Å.

Computed properties:
- Relative energy (zero: lowest compared OMol25 entry of this formula, charge and spin): 1.5 kcal/mol
- HOMO: -0.3811 hartree
- Gap between HOMO and LUMO: 6.0756 eV
- Net charge: +1
- LUMO level: -4.296 eV
- Multiplicity: 1

=====

(3)
# C2H8N4O

A single C2H8N4O molecule (the ωB97M-V functional and the def2-TZVPD basis, OMol25).

```
15
Properties=species:S:1:pos:R:3:forces:R:3:mulliken_charge:R:1
H -0.249272 2.681689 -0.336622 -0.782 -1.479 0.269 0.187
N -0.802145 1.781536 -0.195821 2.731 0.477 0.076 -0.648
C -0.017364 0.752169 -0.081074 -0.648 -1.234 -0.928 0.349
N 1.387109 0.580157 -0.321180 -2.862 1.472 -0.734 -0.135
N 2.030399 -0.492303 0.245332 1.978 -0.710 -0.007 -0.538
N -0.612451 -0.501142 0.219539 -0.217 0.729 -0.454 -0.009
C -2.059577 -0.493391 0.114156 0.188 -0.976 0.831 -0.877
O -0.103452 -1.566457 -0.610659 -1.656 0.733 -0.014 -0.498
H 1.802372 1.467669 -0.240310 1.112 1.092 0.120 0.258
H 2.211440 -0.303561 1.217980 0.428 -0.189 0.374 0.216
H 2.923859 -0.666020 -0.279806 -1.296 0.221 0.852 0.244
H -2.468908 0.131996 0.890051 -0.031 0.659 -0.089 0.340
H -2.418715 -0.229260 -0.877427 -0.069 0.037 -0.013 0.331
H -2.359591 -1.488204 0.433107 -0.155 -0.254 -0.494 0.313
H 0.736298 -1.654875 -0.177262 1.279 -0.577 0.210 0.466
```
Positions in Å, forces in eV/Å.

Computed properties:
- Relative energy (zero: lowest compared OMol25 entry of this formula, charge and spin): 91.6 kcal/mol
- HOMO: -0.3204 hartree
- Gap between HOMO and LUMO: 9.3967 eV
- Net charge: 0
- SMILES string: [H]/N=C(\NN)N(C)O
- LUMO level: 0.677 eV
- Multiplicity: 1

=====

(4)
# C36H37IrN10O3S2

C36H37IrN10O3S2 as an isolated structure (the ωB97M-V functional and the def2-TZVPD basis, OMol25).

```
89
Properties=species:S:1:pos:R:3:forces:R:3:mulliken_charge:R:1
Ir -0.346387 1.500048 0.367750 2.079 5.521 -1.554 1.610
C -1.227767 6.554906 -2.244050 -0.039 -0.292 0.246 -0.839
S -1.823631 6.226067 -0.567408 0.124 -0.248 -0.066 -0.004
C -1.284099 4.567517 -0.296940 0.157 -0.578 0.444 0.617
S 0.193464 3.939938 -0.934957 -0.197 -2.032 0.966 -0.215
N -2.054244 3.955854 0.548539 -1.800 2.648 -0.875 -2.008
N -1.884826 2.741536 0.965044 -1.163 -3.778 2.592 1.450
C -2.822843 2.259265 1.824698 1.682 2.712 -3.103 -0.588
C -2.546596 1.111237 2.552477 0.560 -3.069 1.549 0.734
C -3.522968 0.474261 3.366211 0.632 1.056 -0.777 -1.068
C -3.229226 -0.721060 3.962076 0.690 -0.434 0.193 -0.568
C -1.937920 -1.246779 3.821440 -0.437 0.374 -0.022 -0.946
C -1.030348 -0.567179 3.023445 0.020 -0.481 0.450 -0.017
N -1.312929 0.552379 2.392788 -1.164 0.473 -0.301 0.054
H -1.196837 7.632275 -2.362460 0.060 0.072 -0.018 0.373
H -1.924727 6.117202 -2.953020 0.053 0.034 -0.107 0.278
H -0.239231 6.123290 -2.363014 0.100 0.168 -0.139 0.284
H -3.787549 2.743341 1.851667 0.113 0.424 0.340 0.411
H -4.498497 0.923436 3.442941 -0.173 0.035 0.019 0.486
H -3.980919 -1.255642 4.523899 -0.012 0.013 0.099 0.464
H -1.646190 -2.156617 4.319117 0.020 -0.142 -0.009 0.468
H -0.033688 -0.957335 2.878395 0.131 -0.110 -0.082 0.230
C 4.314726 -2.560706 3.401716 -0.002 -0.068 0.096 -1.696
C 3.581082 -1.670066 2.457290 -0.107 0.129 -0.282 0.542
C 3.449076 -2.019764 1.113034 0.126 0.119 0.122 -1.236
C 2.770198 -1.215561 0.234888 -0.176 0.152 0.025 0.500
C 2.153662 -0.017802 0.646993 0.746 -0.645 0.780 0.739
N 1.386957 0.684118 -0.252224 -0.593 -0.044 -0.070 0.229
C 1.837217 0.808808 -1.537173 0.225 0.052 -0.681 0.890
C 3.225489 0.885649 -1.794712 -0.073 -0.047 0.061 -0.064
C 3.738633 1.015146 -3.061574 -0.073 0.026 -0.053 -1.262
C 2.892735 1.103619 -4.168333 -0.141 -0.106 0.307 0.437
C 3.406240 1.277476 -5.558112 0.036 0.080 -0.066 -1.631
C 1.525337 1.062252 -3.936145 -0.060 -0.028 0.197 -0.652
C 0.982453 0.905010 -2.666258 0.456 0.219 0.194 -0.423
N -0.414653 0.831693 -2.574240 -0.070 -0.258 -0.167 0.168
C -1.256040 0.479187 -3.571320 -0.706 -0.011 0.058 0.070
C -2.541874 0.673475 -3.124880 0.289 0.150 -0.108 -1.755
C -2.406275 1.156138 -1.825521 0.246 -0.036 -0.279 0.097
N -1.121377 1.228464 -1.509083 -1.168 -0.317 0.811 0.321
C 2.305286 0.344729 2.005251 -0.054 -0.611 -0.616 -0.955
C 2.997566 -0.486411 2.880527 -0.071 0.017 -0.092 -0.757
N 1.840762 1.575559 2.493104 0.166 0.177 0.363 0.554
C 2.386258 2.290332 3.499922 -0.108 0.562 0.179 -0.112
C 1.657342 3.447941 3.635909 0.114 -0.294 -0.065 -1.342
C 0.669165 3.363307 2.656151 0.065 -0.105 -0.037 -0.138
N 0.796818 2.230425 1.974836 -0.792 -0.132 -0.120 -0.071
H 5.152837 -3.038701 2.900684 0.052 -0.059 0.009 0.415
H 3.651574 -3.345860 3.766085 0.008 -0.066 0.054 0.293
H 4.691268 -2.008024 4.257209 0.029 0.011 0.109 0.391
H 3.887872 -2.939209 0.760708 0.055 -0.151 -0.077 0.457
H 2.639175 -1.516821 -0.790471 -0.059 -0.073 -0.071 0.521
H 3.903558 0.855421 -0.955187 0.011 0.010 0.070 0.633
H 4.807892 1.066573 -3.198854 0.116 0.019 -0.002 0.438
H 4.398917 0.852622 -5.672258 0.078 -0.053 -0.021 0.408
H 3.469971 2.337397 -5.805453 0.023 0.072 -0.027 0.300
H 2.734981 0.813550 -6.276863 0.018 -0.035 -0.076 0.403
H 0.863171 1.171996 -4.781161 -0.069 0.017 -0.025 0.615
H -0.922505 0.093360 -4.511789 0.224 -0.032 -0.094 0.484
H -3.458974 0.485830 -3.641971 -0.132 -0.055 -0.200 0.441
H -3.177792 1.399743 -1.120575 0.033 -0.042 0.251 0.538
H 3.076759 -0.211196 3.920699 0.000 0.075 0.109 0.586
H 3.264182 1.971882 4.020746 0.183 -0.163 0.024 0.519
H 1.821141 4.251145 4.326463 0.044 0.064 0.088 0.466
H -0.098486 4.078263 2.431923 -0.184 -0.003 -0.183 0.432
C 0.112327 -3.819894 1.539018 -0.001 -0.088 -0.194 -0.669
C -0.237309 -4.191899 0.105474 -0.172 0.009 0.148 -1.664
C -1.337803 -3.301191 -0.494472 0.634 -0.091 -0.224 2.632
C -1.541188 -3.703554 -1.971363 -0.197 -0.034 0.012 -1.243
C -2.722924 -3.010450 -2.635085 0.151 -0.131 -0.006 -1.109
C -2.637382 -3.557948 0.243198 0.408 0.345 -0.193 -0.366
O -3.038752 -4.663706 0.506883 -0.167 -0.381 0.062 -0.649
N -3.365639 -2.440226 0.538027 -0.721 0.018 0.383 0.319
C -2.937769 -1.115346 0.428197 0.870 -1.160 -0.496 -0.764
O -3.725056 -0.224393 0.667035 -0.764 0.629 0.043 -0.693
N -1.654903 -0.902091 0.067424 -0.004 0.904 0.308 1.132
C -0.869011 -1.834521 -0.458924 -1.051 -1.007 0.211 -1.234
O 0.219038 -1.559264 -0.940840 0.814 -0.103 -0.440 -0.411
H 0.831804 -4.532977 1.934452 0.081 0.006 0.162 0.532
H -0.773873 -3.840936 2.169739 -0.093 -0.027 0.151 0.285
H 0.548923 -2.823730 1.577673 0.111 0.144 0.062 -0.266
H -0.610641 -5.217598 0.082378 0.095 0.016 -0.088 0.577
H 0.655768 -4.118563 -0.517084 -0.094 -0.022 -0.091 0.454
H -1.692043 -4.785124 -1.993315 0.039 0.006 -0.031 0.460
H -0.622628 -3.474035 -2.516716 0.031 -0.038 0.144 0.391
H -3.657860 -3.293169 -2.156207 -0.134 0.034 -0.016 0.320
H -2.779023 -3.307743 -3.678565 -0.080 0.012 -0.144 0.507
H -2.617478 -1.926950 -2.595861 -0.051 0.053 0.022 0.119
H -4.290943 -2.583616 0.930311 0.155 0.020 -0.125 0.343
```
Positions in Å, forces in eV/Å.

Computed properties:
- Relative energy (zero: lowest compared OMol25 entry of this formula, charge and spin): 79.6 kcal/mol
- HOMO (alpha / beta): -0.3818 / -0.3844 hartree
- Gap between HOMO and LUMO (alpha / beta): 6.5195 / 5.5667 eV
- Net charge: +1
- LUMO level (alpha / beta): -3.870 / -4.894 eV
- Multiplicity: 2

=====

Q: net charge of number 4 (C36H37IrN10O3S2)?
A: +1

=====

Q: Which formula does entry 2 have?
A: C39H34N9Ru